Version i
Formula: C2H4BrN
Source: the OMol25 dataset
Level of theory: ωB97M-V/def2-TZVPD

The calculation puts the HOMO-LUMO gap at 10.5 eV. As for the SMILES: C/N=C/Br. Its molar mass is 122.0 Da. The lowest unoccupied orbital energy comes out at 0.88 eV.

Cartesian coordinates (Å):
Br  2.20  0.01  -1.98
N  0.27  0.49  -0.24
C  0.70  -0.41  -0.94
C  -0.74  0.41  0.84
H  -1.11  -0.66  0.85
H  0.00  0.47  1.71
H  -1.59  1.18  0.71
H  0.27  -1.50  -0.95

These are the Löwdin partial charges, in e, on atoms 1 to 4:
1. Br 0.6595
2. N -0.1665
3. C -0.7560
4. C -0.1145


Version ii
Formula: C2H4BrN
Source: the OMol25 dataset
Level of theory: ωB97M-V/def2-TZVPD

The calculation puts the HOMO-LUMO gap (spin up / spin down) at 5.2 / 5.2 eV. Its molar mass is 122.0 Da. The lowest unoccupied orbital energy (spin up / spin down) comes out at -3.99 / -4.00 eV.

Cartesian coordinates (Å):
Br  -2.54  -0.95  1.78
N  0.46  -0.79  0.47
C  0.24  -0.25  -0.83
C  0.46  0.62  0.35
H  1.12  -0.37  -1.45
H  1.36  1.19  0.34
H  -0.43  0.95  0.89
H  -0.66  -0.41  -1.56

These are the Löwdin partial charges, in e, on atoms 1 to 4:
1. Br -0.2198
2. N 0.1778
3. C -0.2049
4. C -0.2100


The calculated energies rank the structures as follows, beginning with the most stable: version i, version ii.


Version i
Formula: CH7N3OP
Source: the OMol25 dataset
Level of theory: ωB97M-V/def2-TZVPD

The calculation puts the HOMO-LUMO gap at 8.4 eV. Its total charge is +1. Its molar mass is 108.1 Da. The lowest unoccupied orbital energy comes out at -6.19 eV.

Cartesian coordinates (Å):
P  3.13  -0.18  0.08
O  -0.56  -1.26  0.24
N  1.68  0.18  0.22
N  -0.83  0.91  -0.19
N  -2.64  -0.31  -0.08
C  -1.32  -0.26  0.09
H  -1.48  1.66  -0.14
H  0.65  -0.71  0.24
H  0.10  1.18  -0.12
H  4.05  0.77  -0.42
H  3.61  -1.44  -0.24
H  -3.16  0.54  0.11
H  -3.22  -1.09  0.22

These are the Löwdin partial charges, in e, on atoms 1 to 4:
1. P 0.9566
2. O 0.0539
3. N -0.2975
4. N 0.1879


Version ii
Formula: CH7N3OP
Source: the OMol25 dataset
Level of theory: ωB97M-V/def2-TZVPD

The calculation puts the HOMO-LUMO gap at 8.2 eV. Its total charge is +1. Its molar mass is 108.1 Da. The lowest unoccupied orbital energy comes out at -5.09 eV.

Cartesian coordinates (Å):
P  0.04  -1.77  1.85
O  1.15  0.25  -1.52
N  -0.89  1.00  -2.06
N  -0.47  0.14  0.07
N  0.46  -0.44  0.88
C  -0.07  0.47  -1.17
H  -1.43  0.29  0.36
H  -0.52  1.22  -2.97
H  1.17  0.82  1.83
H  1.66  -0.16  -0.78
H  1.31  -1.87  2.41
H  -0.55  -1.16  2.97
H  -1.86  1.21  -1.87

These are the Löwdin partial charges, in e, on atoms 1 to 4:
1. P 0.7872
2. O 0.1917
3. N 0.2549
4. N -0.0438


The calculated energies rank the structures as follows, beginning with the most stable: version i, version ii.


Version i
Formula: C3H7NO3S
Source: the OMol25 dataset
Level of theory: ωB97M-V/def2-TZVPD

The calculation puts the HOMO-LUMO gap at 9.2 eV. Its molar mass is 137.2 Da. The lowest unoccupied orbital energy comes out at 0.36 eV.

Cartesian coordinates (Å):
S  -2.95  -0.08  0.32
O  -0.07  0.84  1.06
O  -3.54  1.21  -0.07
O  -2.91  -0.96  -0.85
N  -0.51  0.29  -0.98
C  -0.99  0.42  0.23
C  0.89  0.76  -1.14
C  1.25  1.12  0.36
H  -0.92  3.25  0.57
H  1.99  0.46  0.78
H  -1.12  -0.13  -1.64
H  -0.50  3.29  -0.09
H  1.61  0.01  -1.52
H  0.94  1.47  -1.90
H  1.40  2.13  0.29

These are the Löwdin partial charges, in e, on atoms 1 to 4:
1. S 0.7330
2. O -0.0385
3. O -0.5004
4. O -0.5014


Version ii
Formula: C3H7NO3S
Source: the OMol25 dataset
Level of theory: ωB97M-V/def2-TZVPD

The calculation puts the HOMO-LUMO gap (spin up / spin down) at 7.5 / 9.1 eV. Its molar mass is 137.2 Da. The lowest unoccupied orbital energy (spin up / spin down) comes out at -1.28 / 0.09 eV.

Cartesian coordinates (Å):
S  -1.15  -1.07  0.59
O  -0.45  -0.18  1.77
O  -2.23  -0.44  -0.07
O  -1.33  -2.43  1.20
N  1.38  -1.38  -0.85
C  0.48  -0.57  -0.19
C  -0.85  2.35  -1.06
C  0.87  -0.03  1.23
H  -1.45  1.50  -1.28
H  1.09  -1.80  -1.76
H  1.60  -0.58  1.86
H  2.03  -2.04  -0.47
H  -0.19  2.48  -0.23
H  -0.89  3.14  -1.81
H  1.10  1.06  1.05

These are the Löwdin partial charges, in e, on atoms 1 to 4:
1. S 0.7188
2. O -0.2509
3. O -0.2798
4. O -0.3086


The calculated energies rank the structures as follows, beginning with the most stable: version i, version ii.


Version i
Formula: C2H11N2O2
Source: the OMol25 dataset
Level of theory: ωB97M-V/def2-TZVPD

The calculation puts the HOMO-LUMO gap at 11.4 eV. Its total charge is +1. Its molar mass is 95.1 Da. The lowest unoccupied orbital energy comes out at -3.39 eV.

Cartesian coordinates (Å):
O  -2.43  -0.12  1.21
O  -0.36  1.85  1.02
N  0.39  -0.53  -0.45
N  1.68  1.35  -0.82
C  1.39  0.07  -1.03
C  0.29  -1.98  -0.54
H  0.07  -2.47  0.41
H  1.26  -2.40  -0.82
H  -0.36  0.01  -0.03
H  -3.34  0.15  1.00
H  2.63  1.58  -1.06
H  1.32  1.69  0.08
H  -0.43  2.76  0.67
H  -0.42  -2.33  -1.28
H  -1.04  1.59  1.64
H  -2.52  -0.81  1.88
H  1.88  -0.40  -1.88

These are the Löwdin partial charges, in e, on atoms 1 to 4:
1. O -0.0435
2. O -0.0589
3. N 0.0321
4. N 0.1735


Version ii
Formula: C2H11N2O2
Source: the OMol25 dataset
Level of theory: ωB97M-V/def2-TZVPD

The calculation puts the HOMO-LUMO gap at 11.4 eV. Its total charge is +1. Its molar mass is 95.1 Da. The lowest unoccupied orbital energy comes out at -3.52 eV.

Cartesian coordinates (Å):
O  1.13  -2.64  -0.53
O  -1.97  1.08  1.92
N  1.00  -0.08  1.21
N  0.13  0.23  -1.00
C  -0.33  1.13  -2.05
C  0.46  0.66  0.21
H  -1.10  1.72  -1.48
H  -2.20  1.54  2.75
H  1.21  0.49  2.04
H  0.01  -0.71  -1.11
H  -0.97  0.51  -2.69
H  -2.79  0.65  1.63
H  0.68  -0.96  1.35
H  0.33  1.77  -2.57
H  1.85  -2.41  -1.14
H  0.26  1.70  0.40
H  0.80  -3.63  -0.78

These are the Löwdin partial charges, in e, on atoms 1 to 4:
1. O -0.1169
2. O -0.0633
3. N 0.1984
4. N 0.0335


Version iii
Formula: C2H11N2O2
Source: the OMol25 dataset
Level of theory: ωB97M-V/def2-TZVPD

The calculation puts the HOMO-LUMO gap at 10.7 eV. Its total charge is +1. Its molar mass is 95.1 Da. The lowest unoccupied orbital energy comes out at -3.22 eV.

Cartesian coordinates (Å):
O  -1.41  1.27  -1.89
O  4.33  0.31  -0.70
N  -0.86  0.19  0.77
N  -0.52  -1.58  -0.71
C  -1.02  0.51  2.21
C  -0.66  -1.06  0.49
H  -0.74  -1.01  -1.53
H  5.20  0.18  -0.34
H  -1.96  0.09  2.57
H  -0.95  1.58  2.38
H  -1.22  0.84  0.07
H  4.52  0.49  -1.63
H  -0.52  -2.56  -0.90
H  -2.37  1.32  -2.05
H  -0.49  -1.78  1.28
H  -0.27  -0.02  2.80
H  -1.07  1.23  -2.81

These are the Löwdin partial charges, in e, on atoms 1 to 4:
1. O -0.0621
2. O -0.0590
3. N 0.0431
4. N 0.1936


Version iv
Formula: C2H11N2O2
Source: the OMol25 dataset
Level of theory: ωB97M-V/def2-TZVPD

The calculation puts the HOMO-LUMO gap at 11.1 eV. Its total charge is +1. Its molar mass is 95.1 Da. The lowest unoccupied orbital energy comes out at -3.69 eV.

Cartesian coordinates (Å):
O  0.90  -1.56  0.23
O  0.61  -3.40  -1.66
N  -0.61  1.02  0.00
N  -0.57  0.70  2.30
C  -0.35  2.13  -1.08
C  -0.84  1.49  1.21
H  1.40  -3.87  -1.69
H  1.66  -1.68  0.78
H  0.28  2.90  -0.67
H  -0.43  1.00  3.25
H  -1.17  2.51  1.26
H  0.05  1.60  -2.01
H  0.79  -2.25  -0.44
H  -1.26  2.63  -1.51
H  -0.41  0.04  0.04
H  -0.62  -0.34  2.39
H  0.58  -2.92  -2.42

These are the Löwdin partial charges, in e, on atoms 1 to 4:
1. O -0.0626
2. O 0.0492
3. N 0.0487
4. N 0.1501


The calculated energies rank the structures as follows, beginning with the most stable: version i, version iii, version ii, version iv.